Model w:
ORCA calculation (ωB97M-V/def2-TZVPD) on a cluster of 9 separate species, C36H54O27 in total.

2S+1: 1
frontier orbital gap: 0.386 Ha
SMILES: C[C@H]1COC(=O)O1.C[C@H]1COC(=O)O1.C[C@H]1COC(=O)O1.C[C@H]1COC(=O)O1.C[C@H]1COC(=O)O1.C[C@H]1COC(=O)O1.C[C@H]1COC(=O)O1.C[C@H]1COC(=O)O1.C[C@H]1COC(=O)O1
HOMO energy: -10.480 eV
LUMO: 0.0 eV

Geometry as XYZ:
```
117
C36H54O27 | the OMol25 dataset | ωB97M-V/def2-TZVPD
O -7.438 -7.393 -5.371
O -0.425 0.609 -1.294
O -5.970 -5.736 -5.575
O 0.598 -5.402 5.775
O -6.912 -6.704 -7.343
O 6.562 8.782 0.620
O 5.732 1.253 -3.760
O -3.442 -0.913 6.376
O 1.009 0.741 0.277
O 0.352 2.693 -0.533
O 5.795 10.141 2.156
O -3.235 -12.737 -6.113
O -4.969 10.572 -1.781
O -2.778 11.100 -2.126
O 4.426 5.090 4.151
O 1.667 -3.383 5.649
O 4.549 -0.505 -4.870
O -3.325 10.252 -0.284
O -5.641 -0.740 6.129
O 3.139 4.206 5.759
O -2.063 -10.826 -5.681
O -4.344 -0.033 4.414
O 1.756 -4.907 4.002
O -3.948 -11.340 -4.495
O 7.563 8.753 2.680
O 2.788 6.347 4.921
O 3.725 1.609 -4.549
C 4.176 2.891 -4.051
C -6.662 -6.579 -6.022
C -4.028 -1.759 7.384
C -0.506 -0.641 -0.735
C 4.697 3.696 4.165
C 4.678 0.675 -4.477
C 6.660 3.321 -3.511
C -3.814 10.722 -1.402
C 0.476 -6.532 4.976
C -1.243 8.966 -0.242
C 4.648 8.655 -0.845
C 6.268 3.548 4.042
C -3.142 -1.655 8.666
C 5.583 9.578 -0.092
C -3.267 -10.285 -3.756
C 5.018 10.441 1.016
C -1.239 -8.741 -4.517
C -5.286 -1.070 7.529
C -1.602 11.202 -1.474
C -0.470 -1.758 -1.865
C 3.380 5.284 5.009
C 0.328 1.474 -0.497
C -7.697 -7.842 -7.629
C -4.439 -0.579 5.524
C 0.646 -0.612 0.250
C 6.726 9.221 1.884
C -8.329 -8.108 -6.314
C -0.931 -6.809 4.744
C -3.118 -11.702 -5.413
C 4.120 3.250 5.461
C 1.320 -4.474 5.175
C -6.724 -8.864 -8.209
C -1.905 -10.155 -4.342
C 5.476 2.498 -3.369
C 1.226 -6.233 3.702
C -1.894 10.393 -0.217
H -3.821 -9.347 -3.797
H 6.610 3.538 3.007
H 6.770 4.238 4.721
H 3.932 10.450 1.110
H 3.402 3.401 -3.478
H 1.382 -1.253 -0.235
H -1.403 -1.971 -2.387
H -3.220 -10.645 -2.728
H -8.429 -7.621 -8.406
H 5.422 2.341 -2.292
H 3.937 9.042 -1.574
H -5.908 -9.189 -7.564
H -3.406 -2.602 9.136
H -0.832 10.719 -2.075
H -1.756 8.222 0.368
H -1.125 -10.729 -3.844
H -1.671 10.972 0.680
H -1.281 8.578 -1.260
H -9.348 -7.740 -6.193
H 4.461 3.568 -4.857
H 4.192 7.843 -0.279
H 6.644 3.889 -4.441
H -3.349 -0.825 9.342
H -6.028 -1.795 7.864
H -1.352 12.247 -1.287
H -1.497 -6.040 4.216
H -1.983 -8.071 -4.947
H -8.274 -9.153 -6.008
H -1.486 -0.583 -0.261
H 0.349 -0.994 1.227
H 6.119 10.154 -0.847
H 3.524 2.344 5.361
H -4.041 -2.793 7.040
H 2.079 -6.901 3.578
H -1.435 -7.256 5.601
H 1.027 -7.364 5.414
H 6.661 4.128 -2.778
H 0.176 -1.423 -2.676
H 0.605 -6.236 2.805
H 5.196 11.481 0.743
H -0.405 -9.004 -5.167
H -2.070 -1.723 8.483
H -0.850 -7.545 3.945
H 7.553 2.764 -3.228
H -0.867 -8.327 -3.579
H -7.227 -9.831 -8.185
H 4.804 2.994 6.270
H -5.209 -0.218 8.204
H -0.046 -2.685 -1.479
H 6.546 2.526 4.300
H 5.267 7.991 -1.449
H -0.247 8.927 0.199
H 4.195 3.287 3.288
H -6.583 -8.723 -9.281
```

These are the Mulliken partial charges, in e, on atoms 1 to 8: -0.3610, -0.3876, -0.5355, -0.3315, -0.3699, -0.3737, -0.3694, -0.3333

***

Model x:
ORCA calculation (ωB97M-V/def2-TZVPD) on a cluster of 9 separate species, C36H54O27 in total.

2S+1: 1
frontier orbital gap: 0.395 Ha
SMILES: C[C@H]1COC(=O)O1.C[C@H]1COC(=O)O1.C[C@H]1COC(=O)O1.C[C@H]1COC(=O)O1.C[C@H]1COC(=O)O1.C[C@H]1COC(=O)O1.C[C@H]1COC(=O)O1.C[C@H]1COC(=O)O1.C[C@H]1COC(=O)O1
HOMO energy: -10.439 eV
LUMO: 0.3 eV

Geometry as XYZ:
```
117
C36H54O27 | the OMol25 dataset | ωB97M-V/def2-TZVPD
O -8.315 3.173 4.598
O 6.702 0.658 -1.419
O 0.280 -1.256 7.860
O -3.653 -12.047 0.292
O -7.807 0.236 -7.054
O 8.960 7.352 6.147
O -1.244 -8.457 -5.947
O 0.332 -3.119 6.709
O -6.687 4.833 4.405
O 7.006 1.190 -3.677
O -7.692 4.472 6.287
O -3.256 -10.527 1.981
O -5.324 -10.633 1.124
O 4.278 6.605 -5.457
O -1.229 0.456 0.560
O 5.867 8.145 -5.899
O 2.310 -2.252 7.436
O -1.482 -1.830 0.051
O 7.659 -0.783 -2.993
O 4.283 8.746 -4.598
O 10.129 9.276 5.525
O -3.359 -7.830 -6.313
O 10.902 7.169 5.016
O -1.776 -6.882 -7.566
O -7.264 1.396 -5.388
O -8.907 2.014 -6.834
O -0.010 -0.404 -0.941
C -2.082 -7.647 -6.658
C 7.180 0.408 -2.568
C 10.405 5.889 5.071
C -6.579 0.154 -5.265
C -0.522 1.519 0.083
C 9.282 5.960 6.077
C 4.766 7.693 -5.297
C -4.006 -9.725 2.752
C 0.152 2.254 1.230
C 5.187 9.782 -4.511
C -3.587 -8.816 -5.361
C 0.250 0.977 -1.030
C -6.488 -9.887 2.983
C -4.040 -11.168 1.068
C -7.594 4.062 5.021
C -0.962 -0.697 -0.129
C -6.470 7.131 4.583
C 1.119 -2.196 7.343
C 7.646 -1.785 -5.170
C -5.283 -9.606 2.044
C -6.954 5.492 6.571
C -1.047 -1.690 7.855
C 7.699 0.672 -4.868
C 8.066 5.106 5.748
C -6.154 5.803 5.257
C -6.849 -0.646 -6.474
C 6.317 9.435 -5.462
C -1.452 -4.247 7.923
C 8.201 -0.662 -4.330
C -1.093 -3.027 7.105
C 9.992 8.028 5.531
C -4.708 -9.738 -5.762
C -2.157 -9.212 -5.169
C -5.666 -0.874 -7.464
C 5.669 10.077 -3.063
C -7.932 1.386 -6.519
H 6.923 0.587 -5.629
H -1.948 -5.042 7.366
H 7.515 4.944 6.674
H -0.527 2.680 1.969
H -7.500 7.466 4.699
H -1.256 -1.888 8.907
H -7.394 -1.577 -6.324
H 4.733 10.732 -4.793
H -4.093 -10.256 3.700
H 11.265 5.269 5.323
H 8.230 4.127 5.297
H -1.716 -2.999 6.211
H -2.021 -10.282 -5.327
H 10.157 5.515 4.078
H -5.912 -1.672 -8.164
H -1.099 2.346 -0.332
H 9.273 -0.786 -4.180
H 6.438 10.780 -3.383
H -2.151 -3.929 8.696
H 7.261 5.624 5.227
H -5.483 -9.359 -6.429
H -5.063 -10.362 -4.942
H -3.912 -8.189 -4.531
H -1.877 -1.118 7.439
H -4.779 -1.153 -6.896
H -7.370 -9.819 2.346
H 6.671 -1.534 -5.588
H -5.331 0.006 -8.014
H -6.257 -10.809 3.516
H -0.605 -4.707 8.433
H -5.108 5.603 5.489
H 6.231 9.278 -2.579
H 4.950 10.487 -2.355
H -5.904 7.864 5.158
H 6.412 10.279 -6.145
H -7.531 6.337 6.947
H -6.786 -0.435 -4.371
H 1.312 1.040 -0.792
H -6.107 7.311 3.571
H -4.306 -10.484 -6.447
H 8.236 -2.121 -6.022
H 9.683 5.722 7.062
H 8.492 1.382 -5.104
H -6.161 5.267 7.285
H -0.073 1.534 -1.909
H 7.506 -2.723 -4.633
H -6.498 -9.125 3.762
H 7.179 9.357 -4.799
H -1.863 -8.872 -4.175
H -3.537 -8.745 2.836
H 0.927 1.698 1.758
H -5.413 -8.706 1.442
H -5.521 0.411 -5.301
H 0.696 3.148 0.925
```

These are the Mulliken partial charges, in e, on atoms 1 to 8: -0.5507, -0.5865, -0.3448, -0.5575, -0.3664, -0.3330, -0.3101, -0.3968

***

Model y:
ORCA calculation (ωB97M-V/def2-TZVPD) on a cluster of 9 separate species, C36H54O27 in total.

2S+1: 1
frontier orbital gap: 0.374 Ha
SMILES: C[C@H]1COC(=O)O1.C[C@H]1COC(=O)O1.C[C@H]1COC(=O)O1.C[C@H]1COC(=O)O1.C[C@H]1COC(=O)O1.C[C@H]1COC(=O)O1.C[C@H]1COC(=O)O1.C[C@H]1COC(=O)O1.C[C@H]1COC(=O)O1
HOMO energy: -10.390 eV
LUMO: -0.2 eV

Geometry as XYZ:
```
117
C36H54O27 | the OMol25 dataset | ωB97M-V/def2-TZVPD
O -18.038 -29.425 3.850
O -24.748 -37.361 0.612
O -22.787 -38.143 1.410
O -16.444 -33.782 1.086
O -16.844 -27.636 3.148
O -18.951 -40.176 0.677
O -16.070 -29.711 2.854
O -17.055 -39.504 -4.429
O -13.967 -37.452 3.452
O -23.144 -31.988 -2.691
O -12.595 -27.795 -0.397
O -16.718 -39.993 0.703
O -11.433 -29.407 0.636
O -21.176 -36.765 -1.852
O -18.601 -34.373 1.388
O -13.595 -29.643 0.396
O -17.882 -40.204 2.613
O -17.410 -41.421 -3.410
O -24.717 -30.622 -3.563
O -17.380 -41.377 -5.654
O -20.522 -38.905 -2.008
O -17.313 -35.576 0.050
O -24.018 -39.321 -0.021
O -22.339 -38.251 -3.072
O -13.150 -36.943 1.472
O -11.760 -37.207 3.229
O -22.962 -31.271 -4.773
C -23.791 -38.294 0.780
C -16.983 -28.801 3.270
C -18.606 -36.123 -0.111
C -23.690 -31.211 -3.656
C -12.857 -37.221 2.768
C -22.247 -39.604 -3.419
C -13.242 -30.741 1.231
C -15.065 -37.759 2.593
C -25.119 -39.093 -0.899
C -17.207 -40.496 -2.357
C -26.039 -36.637 -1.212
C -12.550 -28.850 0.163
C -14.528 -37.209 1.235
C -21.841 -32.123 -4.609
C -20.913 -40.055 -2.778
C -17.826 -30.834 3.822
C -19.968 -40.401 1.642
C -11.708 -30.609 1.367
C -21.337 -37.877 -2.247
C -21.921 -34.030 -2.908
C -21.881 -32.506 -3.128
C -19.260 -40.182 2.982
C -17.306 -40.837 -4.594
C -19.657 -38.899 3.703
C -19.395 -35.532 1.060
C -21.087 -41.237 -1.838
C -16.627 -39.278 -3.075
C -19.001 -31.498 3.148
C -16.481 -31.040 3.120
C -13.794 -32.010 0.597
C -17.366 -34.488 0.828
C -16.338 -37.062 3.039
C -25.777 -37.823 -0.283
C -17.750 -40.099 1.287
C -17.202 -37.971 -2.577
C -20.822 -35.111 0.786
H -18.501 -37.201 0.010
H -23.016 -40.237 -2.968
H -26.634 -35.875 -0.721
H -21.893 -32.976 -5.284
H -21.677 -40.922 -0.982
H -15.762 -31.617 3.698
H -18.897 -32.572 3.312
H -25.097 -36.255 -1.601
H -24.793 -38.907 -1.921
H -25.778 -39.946 -0.760
H -14.590 -38.019 0.508
H -19.140 -35.866 -1.026
H -21.485 -42.118 -2.353
H -26.606 -38.135 0.356
H -16.294 -36.007 3.305
H -20.989 -34.536 -0.125
H -16.956 -37.927 -1.514
H -18.077 -40.276 -1.734
H -19.958 -31.158 3.549
H -21.486 -35.966 0.637
H -14.728 -31.856 0.057
H -19.275 -38.009 3.199
H -19.451 -41.047 3.617
H -20.139 -40.203 -3.533
H -20.922 -34.392 -2.665
H -20.738 -38.773 3.743
H -16.734 -37.138 -3.103
H -21.213 -34.572 1.649
H -16.610 -37.550 3.982
H -19.131 -31.338 2.074
H -13.907 -32.796 1.342
H -13.158 -32.413 -0.200
H -20.113 -41.677 -1.600
H -20.493 -41.358 1.607
H -19.210 -38.899 4.696
H -15.540 -39.285 -2.983
H -20.756 -39.666 1.451
H -20.952 -31.529 -4.830
H -15.084 -36.330 0.917
H -15.160 -38.838 2.498
H -18.276 -37.858 -2.718
H -21.056 -32.063 -2.573
H -17.148 -37.233 2.330
H -13.774 -30.611 2.176
H -11.434 -30.320 2.383
H -16.713 -31.550 2.183
H -19.381 -36.209 1.919
H -22.303 -34.627 -3.736
H -22.223 -39.810 -4.489
H -16.487 -40.883 -1.637
H -11.153 -31.474 1.013
H -26.582 -37.007 -2.088
H -17.776 -31.292 4.815
H -22.527 -34.297 -2.042
```

These are the Mulliken partial charges, in e, on atoms 1 to 8: -0.4097, -0.3659, -0.4723, -0.4454, -0.5199, 0.0564, -0.2985, -0.4424

***

Most stable structure, least stable structure: model y, model x.

***

Model w:
ORCA calculation (ωB97M-V/def2-TZVPD) on a cluster of 2 separate species, C3H8OS2 in total.

2S+1: 1
frontier orbital gap: 0.325 Ha
SMILES: C=CO.CSS
HOMO energy: -8.521 eV
LUMO: 0.3 eV

Geometry as XYZ:
```
14
C3H8OS2 | the OMol25 dataset | ωB97M-V/def2-TZVPD
S 1.995 -0.888 0.734
S 0.826 -1.819 2.231
O -1.794 0.209 -1.046
C -1.113 1.296 -0.538
C -0.660 1.425 0.702
C 1.502 -1.044 -1.021
H -2.408 -0.040 -0.347
H 1.428 -0.020 -1.438
H -0.274 2.392 0.982
H -0.693 0.632 1.492
H -1.241 2.244 -1.102
H 2.247 -1.647 -1.536
H -0.313 -1.226 1.899
H 0.498 -1.515 -1.011
```

These are the Mulliken partial charges, in e, on atoms 1 to 8: -0.0693, -0.1328, -0.4691, 0.0954, -0.4482, -0.6392, 0.3145, 0.2343

***

Model x:
ORCA calculation (ωB97M-V/def2-TZVPD) on the molecule C3H8OS2.

2S+1: 1
frontier orbital gap: 0.331 Ha
SMILES: OCCCSS
HOMO energy: -8.374 eV
LUMO: 0.6 eV

Geometry as XYZ:
```
14
C3H8OS2 | the OMol25 dataset | ωB97M-V/def2-TZVPD
S -1.139 2.028 3.021
S -1.242 0.213 2.026
O 0.610 -1.759 -2.178
C -0.271 0.639 0.529
C 0.680 -0.481 -1.539
C -0.025 -0.664 -0.187
H -1.017 1.521 4.276
H 0.639 1.183 0.812
H 1.731 -0.213 -1.362
H 0.574 -1.358 0.402
H -0.732 1.387 -0.126
H 0.280 0.338 -2.148
H 0.862 -1.647 -3.085
H -0.951 -1.186 -0.441
```

These are the Mulliken partial charges, in e, on atoms 1 to 8: -0.2241, -0.0921, -0.4968, -0.5807, -0.5730, -0.6829, 0.1531, 0.4430

***

Most stable structure, least stable structure: model x, model w.